C25H25IN6O2RhS2 | the ωB97M-V functional and the def2-TZVPD basis

The net charge is +1. The value obtained for the total energy is -2651.06259 Eh. Its expectation value of S² is 6.089. The highest occupied orbital energy (spin up / spin down) comes out at -10.2 / -10.5 eV. As for the spin multiplicity: 5. For the HOMO-LUMO gap (spin up / spin down), the calculation gives 7.4117 / 5.3797 eV.

XYZ file:
```
62
Properties=species:S:1:pos:R:3:mulliken_spin:R:1
Rh 0.507 0.117 -1.652 2.39
C 1.342 -1.859 2.326 0.02
C 1.517 -0.898 1.178 -0.08
N 0.452 -0.492 0.490 0.29
N -0.736 -0.848 0.969 0.07
C -1.821 -0.524 0.326 0.03
S -1.934 0.182 -1.232 0.41
S -3.329 -0.920 1.177 0.03
C -4.099 0.760 1.228 0.01
C -3.592 1.536 2.408 0.00
C -2.318 2.100 2.398 0.01
C -1.835 2.776 3.506 0.00
C -2.620 2.899 4.644 0.00
C -3.892 2.349 4.661 0.00
C -4.374 1.672 3.550 0.00
C 2.820 -0.428 0.854 0.14
C 3.925 -0.955 1.564 -0.11
C 5.212 -0.605 1.270 0.18
C 5.481 0.336 0.244 -0.03
C 4.462 0.933 -0.422 0.07
C 3.094 0.587 -0.162 0.10
O 2.200 1.207 -0.804 0.26
H 0.296 -2.122 2.425 0.00
H 1.671 -1.402 3.260 0.00
H 1.929 -2.764 2.164 0.00
H -5.169 0.579 1.294 0.00
H -3.877 1.233 0.275 -0.01
H -1.693 2.002 1.518 0.00
H -0.840 3.205 3.485 0.00
H -2.239 3.416 5.515 0.00
H -4.513 2.444 5.542 0.00
H -5.371 1.247 3.575 0.00
H 3.746 -1.664 2.358 -0.01
H 6.033 -1.049 1.814 0.01
H 6.506 0.580 -0.007 0.00
H 4.635 1.678 -1.187 0.00
I 1.217 1.148 -4.286 0.07
C 0.798 2.790 -3.019 0.01
C 1.224 4.077 -3.275 0.00
C 0.961 5.027 -2.297 0.00
C 0.288 4.658 -1.142 0.01
C -0.119 3.341 -1.005 -0.03
N 0.133 2.429 -1.939 0.08
H 1.752 4.317 -4.186 0.00
H 1.289 6.048 -2.442 0.00
H 0.083 5.367 -0.354 0.00
H -0.663 2.995 -0.134 0.01
C -1.210 -5.602 -2.455 0.00
N -0.510 -4.334 -2.457 0.00
C 0.853 -4.156 -1.994 0.00
C 0.973 -2.641 -2.041 -0.01
O 1.920 -1.955 -1.674 0.05
N -0.180 -2.113 -2.506 0.04
C -1.034 -3.123 -2.705 0.01
N -2.285 -2.926 -3.096 0.00
H -0.478 -6.405 -2.461 0.00
H -1.828 -5.707 -3.348 0.00
H -1.836 -5.714 -1.567 0.00
H 1.580 -4.643 -2.647 0.00
H 1.000 -4.520 -0.975 0.00
H -2.585 -1.981 -3.266 0.00
H -2.918 -3.684 -3.278 0.00
```

---

C5H8O | the ωB97M-V functional and the def2-TZVPD basis

The value obtained for the total energy is -270.47004 Eh. The energy above the lowest of the compared OMol25 structures with the same formula, charge and spin is 55.1 kcal per mole. The structure (SMILES) is C=C1C=COC1.[H][H]. The highest occupied orbital energy comes out at -8.1 eV. As for the spin multiplicity: 1. For the HOMO-LUMO gap, the calculation gives 9.2123 eV.

XYZ file:
```
14
Properties=species:S:1:pos:R:3:mulliken_charge:R:1
C 0.533 -1.701 -0.579 -0.86
C 0.245 -0.617 0.143 0.65
C -1.039 -0.189 0.696 -0.53
C -0.904 1.093 1.054 -0.31
O 0.340 1.610 0.906 -0.37
C 1.183 0.530 0.466 -0.41
H -0.220 -2.460 -0.771 0.27
H 1.517 -1.857 -1.011 0.26
H -1.956 -0.762 0.703 0.35
H -1.640 1.801 1.416 0.42
H 1.860 0.285 1.294 0.26
H 1.774 0.872 -0.389 0.27
H -0.632 0.451 -2.118 -0.04
H -1.070 1.025 -1.945 0.05
```

---

C27H26ClFN4O4W | the ωB97M-V functional and the def2-TZVPD basis

The value obtained for the total energy is -2191.32974 Eh. The highest occupied orbital energy comes out at -7.4 eV. As for the spin multiplicity: 1. For the HOMO-LUMO gap, the calculation gives 6.1825 eV.

XYZ file:
```
64
Properties=species:S:1:pos:R:3:mulliken_charge:R:1
W -0.626 -0.036 0.551 -0.87
C -3.052 0.357 5.870 -0.40
C -1.709 0.105 6.113 -0.69
C -0.795 0.115 5.079 -0.53
C -1.209 0.377 3.764 0.10
C -2.557 0.640 3.532 0.13
C -3.466 0.628 4.576 -0.96
N -0.273 0.377 2.687 0.87
N 0.919 0.477 3.114 -0.79
C 1.884 0.350 2.168 -0.18
C 3.219 0.453 2.589 -0.31
C 4.233 0.316 1.672 -0.64
C 3.912 0.083 0.336 -0.75
C 2.590 -0.022 -0.066 -0.72
C 1.519 0.106 0.825 1.52
H -3.770 0.339 6.679 0.39
H -1.370 -0.112 7.118 0.37
H 0.248 -0.085 5.261 0.46
H -2.895 0.865 2.539 0.64
H -4.509 0.832 4.372 0.43
H 3.412 0.637 3.638 0.49
H 5.267 0.385 1.981 0.40
H 4.699 -0.027 -0.400 0.45
H 2.406 -0.226 -1.115 0.52
C 1.676 -3.267 -0.083 -1.56
C 0.324 -2.606 -0.340 0.68
C 0.140 -2.272 -1.809 0.52
C 0.057 -3.359 -2.665 -0.84
C -0.101 -3.190 -4.028 -1.24
C -0.209 -1.908 -4.527 -0.56
C -0.166 -0.785 -3.706 1.31
C -0.404 0.539 -4.400 -1.32
C 0.860 1.045 -5.106 -1.27
C 0.044 -0.961 -2.325 -0.18
N 0.023 0.110 -1.399 1.20
C 0.465 1.324 -1.706 -0.77
C 0.154 2.350 -0.812 0.61
C 0.317 3.738 -0.824 -0.92
C -0.319 4.210 0.321 -0.96
C -0.819 3.106 1.009 -0.49
N -0.552 1.977 0.333 0.98
H 1.813 -3.460 0.982 0.46
H 2.487 -2.624 -0.422 0.37
H 1.740 -4.211 -0.622 0.40
H 0.311 -1.704 0.309 -0.70
H -0.487 -3.249 -0.006 0.63
H 0.102 -4.356 -2.244 0.50
H -0.181 -4.047 -4.683 0.37
H -0.376 -1.756 -5.587 0.45
H -0.794 1.286 -3.713 0.29
H -1.177 0.381 -5.154 0.58
H 1.701 1.147 -4.416 0.34
H 0.684 2.012 -5.578 0.39
H 1.164 0.341 -5.881 0.39
H 1.073 1.516 -2.576 0.24
H 0.812 4.315 -1.588 0.52
H -0.408 5.239 0.627 0.45
H -1.354 3.076 1.946 0.52
F -1.552 -1.460 1.475 -0.77
O -4.408 -0.196 -0.990 -0.71
Cl -3.057 0.122 -0.766 2.21
O -2.577 1.091 -1.687 -0.62
O -2.226 -1.071 -0.832 -0.63
O -2.857 0.628 0.589 -0.80
```

---

C10H16N3O | the ωB97M-V functional and the def2-TZVPD basis

The net charge is +1. The value obtained for the total energy is -629.75419 Eh. The energy above the lowest of the compared OMol25 structures with the same formula, charge and spin is 90.5 kcal per mole. The structure (SMILES) is C[C@](C(=[NH2+])NO)(C1CC1)n1cccc1. The highest occupied orbital energy comes out at -11.8 eV. As for the spin multiplicity: 1. For the HOMO-LUMO gap, the calculation gives 8.4895 eV.

XYZ file:
```
30
Properties=species:S:1:pos:R:3:mulliken_charge:R:1
C -0.204 -0.348 1.940 -1.69
C -0.134 -0.394 0.489 1.64
C -0.925 0.939 -0.091 -0.63
N -0.529 1.506 -1.217 -0.17
N -1.878 1.566 0.638 0.06
O -2.623 2.624 0.199 -0.46
C -0.692 -1.739 -0.088 -0.31
C -2.042 -1.753 -0.718 -0.78
C -0.731 -2.109 -1.570 -0.99
N 1.207 -0.045 0.061 0.39
C 1.762 1.143 0.441 -0.34
C 3.039 1.114 0.067 -0.57
C 3.364 -0.121 -0.429 -0.80
C 2.168 -0.727 -0.613 -0.32
H -1.207 -0.722 2.414 0.35
H 0.510 -1.075 2.418 0.38
H -0.046 0.687 2.117 0.56
H 0.398 1.281 -1.621 0.26
H -1.051 2.325 -1.517 0.28
H -2.411 1.114 1.354 0.31
H -2.786 3.264 0.903 0.36
H -0.363 -2.617 0.616 0.53
H -2.535 -0.808 -0.954 0.16
H -2.774 -2.444 -0.481 0.38
H -0.572 -3.047 -1.698 0.54
H -0.420 -1.318 -2.273 0.25
H 1.406 1.940 0.984 0.40
H 3.699 1.934 0.348 0.41
H 4.406 -0.516 -0.612 0.37
H 1.966 -1.654 -1.104 0.43
```

---

Question: Look up the spin multiplicity of the fourth one.
Answer: 1

---

Copy entry 1 word for word.
C25H25IN6O2RhS2 | the ωB97M-V functional and the def2-TZVPD basis

The net charge is +1. The value obtained for the total energy is -2651.06259 Eh. Its expectation value of S² is 6.089. The highest occupied orbital energy (spin up / spin down) comes out at -10.2 / -10.5 eV. As for the spin multiplicity: 5. For the HOMO-LUMO gap (spin up / spin down), the calculation gives 7.4117 / 5.3797 eV.

XYZ file:
```
62
Properties=species:S:1:pos:R:3:mulliken_spin:R:1
Rh 0.507 0.117 -1.652 2.39
C 1.342 -1.859 2.326 0.02
C 1.517 -0.898 1.178 -0.08
N 0.452 -0.492 0.490 0.29
N -0.736 -0.848 0.969 0.07
C -1.821 -0.524 0.326 0.03
S -1.934 0.182 -1.232 0.41
S -3.329 -0.920 1.177 0.03
C -4.099 0.760 1.228 0.01
C -3.592 1.536 2.408 0.00
C -2.318 2.100 2.398 0.01
C -1.835 2.776 3.506 0.00
C -2.620 2.899 4.644 0.00
C -3.892 2.349 4.661 0.00
C -4.374 1.672 3.550 0.00
C 2.820 -0.428 0.854 0.14
C 3.925 -0.955 1.564 -0.11
C 5.212 -0.605 1.270 0.18
C 5.481 0.336 0.244 -0.03
C 4.462 0.933 -0.422 0.07
C 3.094 0.587 -0.162 0.10
O 2.200 1.207 -0.804 0.26
H 0.296 -2.122 2.425 0.00
H 1.671 -1.402 3.260 0.00
H 1.929 -2.764 2.164 0.00
H -5.169 0.579 1.294 0.00
H -3.877 1.233 0.275 -0.01
H -1.693 2.002 1.518 0.00
H -0.840 3.205 3.485 0.00
H -2.239 3.416 5.515 0.00
H -4.513 2.444 5.542 0.00
H -5.371 1.247 3.575 0.00
H 3.746 -1.664 2.358 -0.01
H 6.033 -1.049 1.814 0.01
H 6.506 0.580 -0.007 0.00
H 4.635 1.678 -1.187 0.00
I 1.217 1.148 -4.286 0.07
C 0.798 2.790 -3.019 0.01
C 1.224 4.077 -3.275 0.00
C 0.961 5.027 -2.297 0.00
C 0.288 4.658 -1.142 0.01
C -0.119 3.341 -1.005 -0.03
N 0.133 2.429 -1.939 0.08
H 1.752 4.317 -4.186 0.00
H 1.289 6.048 -2.442 0.00
H 0.083 5.367 -0.354 0.00
H -0.663 2.995 -0.134 0.01
C -1.210 -5.602 -2.455 0.00
N -0.510 -4.334 -2.457 0.00
C 0.853 -4.156 -1.994 0.00
C 0.973 -2.641 -2.041 -0.01
O 1.920 -1.955 -1.674 0.05
N -0.180 -2.113 -2.506 0.04
C -1.034 -3.123 -2.705 0.01
N -2.285 -2.926 -3.096 0.00
H -0.478 -6.405 -2.461 0.00
H -1.828 -5.707 -3.348 0.00
H -1.836 -5.714 -1.567 0.00
H 1.580 -4.643 -2.647 0.00
H 1.000 -4.520 -0.975 0.00
H -2.585 -1.981 -3.266 0.00
H -2.918 -3.684 -3.278 0.00
```

---

Question: Which formula does entry 1 have?
Answer: C25H25IN6O2RhS2

---

Question: spin multiplicity of number 3 (C27H26ClFN4O4W)?
Answer: 1